Computed, not measured: a structure of composition C2H3NS2, with ωB97M-V with the def2-TZVPD basis set.

Computed properties:
molar mass: 105.19 g/mol
strongest force on any atom: 0.0533 Eh/bohr
spin multiplicity: 1
frontier orbital gap (spin up / spin down): 7.292 / 7.493 eV
E: -25280.4813 eV

Element x y z (Å)
C: -0.49058 1.00158 -0.36482
C: -0.54241 -0.47147 0.09488
N: -1.48220 1.72683 -0.54511
S: -2.16273 -1.08114 -0.40500
S: -3.19077 0.38612 0.36380
H: 0.58205 1.52567 -0.53769
H: 0.36581 -0.89724 -0.25980
H: -0.29033 -0.60998 1.23611

Atomic forces in eV per Å
1.3043 0.9460 0.3069
0.6962 0.6002 2.5478
-1.1186 -0.3024 0.8639
1.0898 -1.2661 -0.2884
1.2784 1.7678 -0.6404
-2.3547 -1.3877 0.2101
0.2358 -1.2259 -1.2465
-1.1314 0.8681 -1.7534

---

Computed, not measured: an isolated molecule of C4H8O, with ωB97M-V with the def2-TZVPD basis set.

Computed properties:
molar mass: 72.11 g/mol
strongest force on any atom: 0.0355 Eh/bohr
spin multiplicity: 1
frontier orbital gap: 10.605 eV
E: -6324.0227 eV

Element x y z (Å)
C: -1.23208 0.45280 -0.38905
C: 0.03776 0.73985 0.34048
C: 1.02217 -0.34797 0.04401
C: 2.35028 -0.20782 -0.12022
H: -1.87156 -0.72238 1.03165
H: -1.06636 0.40352 -1.46593
H: -1.85798 1.34960 -0.27340
H: 0.47216 1.72505 0.05567
H: -0.21214 0.84233 1.42145
H: 0.60436 -1.35060 0.07840
H: 2.85691 0.79053 -0.09357
H: 3.05970 -1.04322 -0.23950
O: -1.88174 -0.72700 0.02924

Atomic forces in eV per Å
-0.8458 1.3702 -0.5985
1.0013 0.4368 0.1685
1.6301 -0.2749 0.7792
-0.0182 0.6524 0.1576
-0.1330 -0.0657 -1.7463
0.0957 -0.4480 0.0043
-0.3928 -0.2427 0.1305
-0.4130 -0.5389 0.0324
0.3377 -0.3260 -0.4090
0.0526 -0.0032 -0.1828
-0.6925 -0.8323 -0.0427
-0.7249 0.2993 -0.0633
0.1028 -0.0272 1.7702

---

Computed, not measured: a structure of composition C22H38P2Zn, with ωB97M-V with the def2-TZVPD basis set.

Computed properties:
molar mass: 429.88 g/mol
strongest force on any atom: 0.0899 Eh/bohr
spin multiplicity: 1
frontier orbital gap: 5.827 eV
E: -90421.6791 eV

Element x y z (Å)
P: 1.13309 -1.04636 -1.30568
P: 1.76928 2.06006 -0.82157
C: 1.44978 0.12036 -2.72875
C: 2.39311 1.26005 -2.37992
H: 0.45822 0.51327 -3.00508
H: 1.84317 -0.49222 -3.55097
H: 3.39732 0.86128 -2.17938
H: 2.46878 1.99029 -3.20025
C: 0.17819 2.88912 -1.27867
H: -0.34048 3.20172 -0.35131
H: -0.50954 2.22592 -1.83071
H: 0.35084 3.79274 -1.88217
C: 2.96997 3.36178 -0.44296
H: 2.85566 4.19596 -1.15189
H: 3.97602 2.92845 -0.53211
H: 2.86046 3.72776 0.58649
C: -0.08468 -1.93892 -2.42056
H: -0.39975 -2.89242 -1.97404
H: 0.41328 -2.14978 -3.38429
H: -0.97559 -1.31257 -2.61071
C: 2.40548 -2.35178 -1.56901
H: 3.41484 -1.99138 -1.33088
H: 2.36414 -2.71072 -2.61240
H: 2.14255 -3.17866 -0.89467
Zn: 1.66343 0.29011 0.41154
C: -2.96237 0.39881 -1.64063
C: -3.15052 -0.11836 -2.87315
C: -4.01196 -1.29685 -3.23057
C: -4.32416 -2.27007 -2.06454
C: -3.13396 -2.97766 -1.51060
C: -2.34932 -2.58502 -0.50941
C: -2.39426 -1.32876 0.29665
C: -3.26311 -0.17237 -0.29267
C: 2.82730 -1.06073 1.39680
H: -2.62003 1.44287 -1.58783
H: -2.71126 0.39733 -3.75055
H: -3.53205 -1.84711 -4.05690
H: -4.98387 -0.93976 -3.61610
H: -4.89077 -1.73287 -1.30213
H: -5.00729 -3.01804 -2.49139
H: -2.92660 -3.91814 -2.03772
H: -1.51735 -3.24709 -0.20985
H: -1.35526 -0.98915 0.44938
H: -2.76545 -1.54096 1.31965
H: -4.31160 -0.47484 -0.20947
H: -3.11458 0.66057 0.41207
H: 3.83821 -1.13647 0.97895
H: 2.40871 -2.06641 1.58266
H: 2.91812 -0.53697 2.36982
C: 1.54898 1.76466 2.39758
C: 1.25577 1.44213 3.76054
C: 2.28087 1.38723 4.74880
C: 2.00328 0.97472 6.04862
C: 0.70004 0.59053 6.41149
C: -0.34891 0.73925 5.47832
C: -0.07489 1.16357 4.17434
H: 2.60735 1.94834 2.19008
H: 0.82002 2.41952 1.91823
H: 3.28263 1.70581 4.46941
H: 2.80959 0.90541 6.78258
H: 0.49720 0.19550 7.41202
H: -1.36481 0.47641 5.77066
H: -0.88129 1.29094 3.45484

Atomic forces in eV per Å
-1.2370 -1.8429 -3.4638
0.3030 1.0688 -1.8083
0.3625 0.1007 0.2041
-0.1164 0.8145 -0.2067
0.3034 -0.1891 -0.0445
-0.1594 0.2818 0.0477
-0.1538 0.2419 0.0905
0.0477 -0.1866 0.1140
-0.0361 0.2335 0.2623
0.3120 -0.2061 -0.3835
0.4635 0.1015 0.2826
0.0651 -0.2906 0.1180
0.0989 0.4116 -0.0276
0.1681 -0.2017 0.2223
-0.2678 0.1154 -0.0242
-0.1360 -0.1383 -0.3035
-0.5370 -0.1297 0.2196
0.1415 0.4263 -0.2966
-0.1259 0.1462 0.4414
0.4345 -0.4449 0.2164
0.3919 0.1905 0.2562
-0.2783 -0.2229 0.0466
0.0226 0.2217 0.4761
0.2532 0.1779 -0.1479
0.2492 -0.7335 4.5561
0.2267 0.1779 -1.1996
-0.1487 0.5723 0.4344
0.3469 -0.6068 0.2000
-0.6432 0.2883 -0.6958
0.1393 -0.2836 0.1133
0.2175 -0.7466 0.1644
-0.2230 0.5231 -0.2514
-0.2193 0.1022 1.3390
0.4786 0.6024 0.2598
0.4717 -0.5884 -0.2018
-0.5255 0.0590 0.6313
-0.1871 0.0379 0.1754
0.4104 0.0776 0.0055
0.0525 -0.2942 -0.2209
0.0920 0.0799 0.2365
0.2055 0.2584 0.3898
-0.5097 0.2109 -0.2234
-0.2986 0.0278 -0.1195
0.0928 0.0656 -0.4464
0.2267 0.2937 0.1406
-0.2788 -0.2420 -0.0685
-0.0445 -0.3156 0.1276
0.1094 0.4167 -0.2702
0.0206 -0.4933 -0.3987
-0.3984 -0.4736 -1.6328
-0.2104 -0.2645 0.9447
-0.7160 -0.0960 -0.1847
-0.4678 -0.3995 -0.0604
-0.0457 0.2459 -0.2267
0.7734 -0.0349 -0.1333
0.4327 -0.0242 0.7586
-0.2159 0.3676 -0.0244
0.2646 0.4017 0.1372
-0.0863 -0.1436 0.0480
-0.2255 0.0579 -0.2004
0.0631 0.2415 -0.3620
0.1645 0.1095 -0.0799
0.0858 -0.1567 0.0473